Molecular formula: C38H99N5O18
Method: DFT, the ωB97M-V functional and the def2-TZVPD basis

Structure (XYZ):
```
160
Properties=species:S:1:pos:R:3:forces:R:3
C -20.339200 -16.453720 -1.670480 -0.5101 0.5303 -0.6722
O -19.420000 -15.813990 -0.839080 1.4443 -1.2917 0.6956
C -18.294120 -16.690050 -0.527540 0.9605 2.8480 0.5359
C -17.100790 -15.719760 -0.035340 -0.2144 -1.5935 -0.5735
N -17.134170 -15.277490 1.350280 -1.5026 -0.7980 1.0354
C -18.446790 -14.730690 1.732880 0.2458 0.8592 -0.3290
C -18.688410 -14.297770 3.164030 -0.1867 -0.3534 0.1673
O -18.819680 -15.471390 3.942130 -0.1941 1.0333 1.8281
C -19.114330 -15.187620 5.365500 0.6575 -2.2459 -1.0693
H -19.880110 -16.752320 -2.612920 0.1534 -0.3542 -0.0377
H -21.066170 -15.689530 -1.945480 -0.2673 -0.1627 0.1561
H -20.828050 -17.299870 -1.187620 -0.0873 -0.1628 0.0215
H -17.940930 -17.242940 -1.397990 -0.0725 0.2451 -0.3065
H -18.508400 -17.447520 0.226400 -0.4326 0.0166 0.3777
H -16.966290 -14.904940 -0.746730 -0.3435 0.0509 -0.1995
H -16.215270 -16.352550 -0.094920 0.2682 0.0190 -0.3114
H -16.380370 -14.653190 1.599530 0.0798 0.0554 -0.2340
H -19.216880 -15.472590 1.521580 0.1304 -0.0129 -0.2047
H -18.631240 -13.869550 1.090610 -0.4703 0.1996 -0.1219
H -19.644170 -13.782750 3.260850 -0.2924 0.3762 -0.5851
H -17.974800 -13.597160 3.597640 0.5494 -0.1488 -0.1047
H -18.551390 -14.408330 5.879220 0.1071 0.1849 -0.6014
H -18.794170 -16.161530 5.735780 -0.0093 0.2014 0.8602
H -20.175850 -15.118870 5.603290 -0.2329 0.4302 -0.4309
C -15.427700 -15.298730 5.347290 -0.3149 1.0933 0.1461
O -14.412080 -14.538240 6.049520 -0.3659 -1.3554 -0.3148
C -14.455470 -14.691190 7.477670 0.3484 -0.0369 -0.3613
C -13.237810 -13.980270 8.143190 -1.4624 -0.6186 -1.6330
N -13.376170 -12.572020 7.980850 0.5235 2.3769 1.0049
C -12.585870 -11.790400 8.945960 -1.0003 0.1907 0.8297
C -12.673580 -10.266250 8.801340 1.3455 -1.7125 0.3991
O -11.973500 -9.933560 7.635040 -0.1015 -1.0127 -0.3465
C -12.074320 -8.612760 7.307280 0.4513 1.5076 -0.8896
H -15.288290 -15.205600 4.270260 0.5399 -0.0132 0.0949
H -16.416340 -14.870620 5.512910 -0.1643 0.5308 0.2907
H -15.620220 -16.348360 5.569330 1.0311 -0.2854 0.4610
H -14.436810 -15.741870 7.767170 0.1002 -0.3421 -0.2100
H -15.425740 -14.302500 7.786870 0.0484 0.3655 0.5357
H -12.338650 -14.341330 7.643940 0.2650 -0.4551 0.2158
H -13.249660 -14.251810 9.198750 0.1461 0.1044 0.0230
H -13.153390 -12.176310 7.078700 -0.0427 -0.7189 -0.4179
H -11.533850 -12.048410 9.067550 0.3402 -0.2536 -0.5752
H -13.007450 -11.996770 9.929720 -0.1340 -0.0976 0.2545
H -12.027870 -9.886510 9.593150 -0.5767 0.3392 0.6964
H -13.708800 -9.936210 8.887960 -0.0370 0.3785 -0.3932
H -11.628670 -7.882880 7.983130 -0.3413 -0.1889 1.1710
H -13.123500 -8.380080 7.125130 0.0244 0.5335 -0.3136
H -11.402030 -8.402560 6.475450 -0.5820 -0.3993 -0.7392
C -22.371570 -19.851680 0.463990 0.2051 -0.2563 1.3314
O -22.439040 -18.667620 1.286580 0.9536 0.6918 0.7773
C -21.477720 -18.631620 2.398750 -0.7236 0.2442 -1.4630
C -21.468570 -17.217740 3.000540 -0.4146 -1.9974 0.3188
N -22.772920 -16.877500 3.497460 0.6529 2.6694 -1.0213
C -22.948520 -15.480820 3.915570 -1.1742 -0.0889 0.9284
C -24.416700 -15.082490 4.187620 -0.0026 0.1511 -1.2986
O -24.997360 -14.661740 2.967460 0.4006 -0.9679 -0.2692
C -26.404680 -14.483080 3.051110 0.0541 0.3109 -0.7461
H -21.358660 -20.088510 0.138360 0.1460 0.5403 -0.3767
H -23.077950 -19.763840 -0.361490 0.1870 0.1687 0.1980
H -22.626780 -20.689170 1.113280 -0.4416 -0.2919 -0.1602
H -20.471340 -18.811590 2.020720 0.0776 -0.2876 0.0450
H -21.765840 -19.379230 3.137790 0.1453 -0.0921 0.1272
H -21.077560 -16.492530 2.286890 -0.3846 0.3815 -0.2007
H -20.793230 -17.141650 3.852730 0.3603 -0.0752 0.0953
H -23.568840 -17.279330 3.022970 -0.4872 -0.7176 -0.0417
H -22.492380 -14.872590 3.134480 -0.0587 0.1656 -0.2025
H -22.390610 -15.272130 4.828410 0.3911 -0.3610 0.0306
H -24.506600 -14.236920 4.869560 0.3744 -0.2550 0.5393
H -24.964140 -15.952650 4.549890 -0.0479 -0.0834 0.4833
H -26.579580 -13.540030 3.568960 -0.4926 -0.1794 0.2134
H -26.944570 -15.342400 3.448830 0.2298 -0.0060 0.6321
H -26.780050 -14.420740 2.029690 0.2154 0.3538 -0.0236
C -17.928670 -17.543710 11.681630 -0.2062 0.0408 0.1514
O -17.629850 -18.381560 10.582020 0.3579 -0.0541 0.3274
C -16.246940 -18.460530 10.261670 0.4341 0.2398 -0.3650
C -16.034820 -18.411670 8.730610 -0.1250 -0.3787 0.5086
N -15.893880 -19.687660 8.058610 -0.0160 -1.3768 -0.6541
C -17.110610 -20.547030 8.044220 1.0487 0.9703 0.4863
C -16.952460 -21.800500 7.184800 -0.0232 0.3150 1.1499
O -18.157900 -22.551190 7.278750 1.0508 0.8598 0.0859
C -18.004420 -23.853770 6.789200 -1.9756 0.0588 -0.1523
H -17.384570 -17.747140 12.603950 0.2604 -0.5660 -0.0027
H -18.987680 -17.667970 11.907810 0.0258 0.0577 -0.1327
H -17.717230 -16.492920 11.483560 -0.0729 0.2037 -0.3912
H -15.732030 -19.310640 10.709190 -0.4733 -0.7923 -0.1906
H -15.674830 -17.676690 10.758050 -0.2914 0.7892 -0.2493
H -15.108780 -17.876430 8.520700 -0.0489 0.1839 0.0375
H -16.874370 -17.880490 8.282150 -0.2396 0.5906 0.1501
H -15.803390 -19.473220 7.075790 0.5829 0.1939 -0.0340
H -17.918500 -19.938890 7.637310 -0.6742 -0.1010 0.2679
H -17.221420 -20.782890 9.102610 -0.8763 -0.3758 -0.1805
H -16.135460 -22.381560 7.612580 0.2590 -0.1762 -0.1030
H -16.701610 -21.541880 6.156070 -0.0509 -0.0021 -0.2467
H -17.243230 -24.458160 7.282570 0.2194 0.1520 -0.0534
H -17.968780 -23.858080 5.699790 0.7058 -0.1119 -0.2184
H -19.001550 -24.238180 7.003800 0.1667 -0.7918 0.0934
C -16.247440 -23.322960 3.019550 0.2238 -0.4676 -0.2086
O -16.678370 -24.612860 3.376380 -1.4862 -0.0039 0.3313
C -15.915680 -25.395110 4.274130 0.1718 0.9197 -0.2747
C -14.700540 -25.940730 3.565390 -0.4171 -0.9649 0.2229
N -15.020450 -26.928090 2.487570 -0.2061 0.9503 0.6995
C -13.815570 -27.227610 1.801650 1.5794 -2.3153 0.2779
C -14.035360 -28.267990 0.674950 -0.2972 1.3898 -0.5883
O -14.663930 -27.504420 -0.377810 0.5834 0.0158 -1.4661
C -14.559690 -28.021200 -1.751640 -0.6538 -0.5764 1.8000
H -17.096640 -22.801460 2.577970 -0.0404 -0.1616 -0.1460
H -15.454480 -23.438750 2.280700 0.2172 0.4810 -0.1497
H -15.913400 -22.678330 3.832560 0.2314 -0.2419 0.4486
H -16.558140 -26.141080 4.741970 -0.1388 -0.4273 -0.7849
H -15.665460 -24.807260 5.157260 0.6358 0.4618 -0.0212
H -14.118390 -26.407210 4.360130 0.0948 -0.7706 -0.1415
H -14.002030 -25.164830 3.252070 -0.2277 0.5515 -0.4629
H -15.467700 -26.532590 1.672920 -1.5252 0.8801 0.6483
H -13.136020 -27.668940 2.530720 0.3794 -0.1613 0.0003
H -13.343920 -26.309720 1.450770 0.3274 -0.0413 -0.6155
H -14.708330 -29.085020 0.935080 -0.0419 0.0277 0.4932
H -13.090660 -28.719010 0.371260 0.2077 0.2104 -0.2475
H -13.539050 -28.262780 -2.048330 0.1385 0.2626 0.1334
H -15.039530 -27.348950 -2.462940 0.2262 0.3231 0.3953
H -15.144760 -28.940840 -1.759130 0.0485 -0.2673 -0.2750
C -16.821660 -19.450540 4.092540 -0.6908 -1.3168 -0.1421
C -17.426760 -18.326710 3.293700 0.5835 0.4337 1.3295
O -16.410620 -17.783160 2.508220 0.3535 -0.3835 -0.7709
O -16.082290 -19.118680 5.255930 -0.9662 0.2294 -0.8998
H -16.225860 -20.080390 3.431920 0.3328 0.0787 -0.2389
H -17.646700 -20.113160 4.353970 -0.1207 -0.0294 0.5956
H -17.727670 -17.558730 4.006280 -0.4514 0.0388 0.0816
H -18.285610 -18.645120 2.702850 -0.0512 -0.3161 -0.1227
H -16.763560 -17.038630 2.015560 -0.0195 1.1643 -0.1063
H -15.198740 -18.897580 4.952530 0.9275 0.3220 0.0979
C -17.687790 -21.471890 0.005170 0.5763 -0.2032 -0.5520
C -16.262780 -20.833470 -0.020200 -1.0952 -0.1792 0.4534
O -16.260090 -19.506840 -0.529730 -0.0531 -0.2003 0.1955
O -18.706070 -20.706670 0.706490 0.8729 0.3040 -0.4233
H -17.652620 -22.459840 0.464320 0.3407 -0.0426 -0.0146
H -17.921330 -21.628960 -1.047870 -0.6817 0.2106 -0.0453
H -15.601480 -21.370130 -0.700490 -0.3453 -0.3546 -0.0082
H -15.843100 -20.968770 0.976630 0.2912 0.6824 0.2321
H -16.779600 -18.946240 0.051160 -0.0365 -0.0090 0.3126
H -19.354980 -21.326410 1.047710 0.1170 -0.1373 -0.0319
C -11.997270 -20.491690 5.010770 -1.5205 -0.4741 -0.2505
C -12.384300 -19.104870 5.628970 1.0231 -1.3497 -0.2455
O -13.345780 -18.388370 4.881730 0.4199 -0.3698 0.3034
O -11.413260 -20.392980 3.707880 0.8028 0.8823 0.1982
H -12.852010 -21.117790 4.754770 -0.7796 0.1530 0.9434
H -11.381060 -21.100030 5.672820 0.2751 0.4320 0.2489
H -11.416920 -18.606320 5.690040 -0.0131 0.6452 -0.0934
H -12.742610 -19.192490 6.654660 -0.1369 -0.3690 -0.1170
H -13.003180 -18.427430 3.985790 -0.4829 0.2602 -0.8343
H -10.930470 -21.205890 3.541520 0.0952 0.0307 -0.0831
C -13.409600 -18.192980 0.953150 -0.0045 -0.4925 0.0249
C -12.351180 -19.115190 0.353680 -1.0513 0.0344 0.6122
O -11.211790 -19.214620 1.189490 0.0822 0.5399 -1.0442
O -13.980250 -18.820340 2.119850 1.2904 0.1988 -0.5074
H -14.199710 -17.955520 0.240810 -0.1107 -0.3554 -0.2592
H -12.904650 -17.243410 1.130460 0.0305 0.1733 0.7038
H -12.162000 -18.713600 -0.641830 0.8084 -0.1044 0.0858
H -12.793420 -20.105080 0.241320 -0.1543 -0.1790 -0.2217
H -11.501080 -19.568670 2.033620 -0.1010 -0.1375 0.3917
H -14.876850 -18.494760 2.228040 -0.4121 0.3123 0.1077
```
Forces are in eV/Å.

Spin multiplicity: 2
E_tot in a.u.: -3134.64769
Kohn-Sham gap (spin up / spin down) in eV: 7.575 / 2.576
Charge: +1
Largest force on an atom in eV/A: 3.1
M in g mol⁻¹: 914.2